# C6H14ClN2P

A 2-piece molecular cluster, C6H14ClN2P overall (ωB97M-V/def2-TZVPD, the Open Molecules 2025 dataset).

## Properties
ΔE to the lowest compared entry with this formula, charge and spin = 50.4 kcal/mol

Atoms and positions in Å:
Cl  0.76946  1.85460  2.49364
P  -0.19340  0.15057  1.99690
N  1.00944  -0.52480  1.02572
N  -1.29264  0.84129  0.89719
C  0.53706  0.96723  -2.45960
C  -0.80605  1.31577  -0.38626
C  0.08080  0.31801  -1.15420
C  -0.68170  -0.97098  -1.45827
C  -0.25430  -2.32896  3.76909
C  1.31606  0.02648  -0.28264
H  1.12405  0.26061  -3.04365
H  -1.02337  -1.45528  -0.54453
H  1.85383  0.96762  -0.12718
H  1.15034  1.84559  -2.26332
H  -0.32215  1.27405  -3.05239
H  -2.16557  0.33653  0.84154
H  -0.03721  -1.67131  -1.98790
H  -0.21967  2.22125  -0.19560
H  1.04647  -1.53089  1.08995
H  -1.66865  1.59741  -0.99446
H  -1.54619  -0.76221  -2.08529
H  -1.20192  -2.12880  4.29219
H  0.53769  -1.93790  4.42523
H  1.98764  -0.66590  -0.79617

Atom charges from the Mulliken analysis, given in e for atoms 1 to 8: -0.27 0.10 -0.18 -0.27 -1.96 -1.48 2.40 -1.83



# C73H150F15N7O13

A 12-piece molecular cluster, C73H150F15N7O13 overall (ωB97M-V/def2-TZVPD, the Open Molecules 2025 dataset).

## Properties
Total charge = +2

Atoms and positions in Å:
F  -2.73008  1.03500  4.45941
F  6.91592  7.06841  -5.09465
F  -0.41615  -1.94363  2.10191
F  1.44553  -2.48315  2.82101
F  1.19292  0.08803  -1.62422
F  6.48706  0.08183  3.96493
F  7.61664  5.05854  -4.70853
F  1.29814  -1.99988  0.84250
F  -2.62442  3.08672  4.13648
F  -1.18351  2.18370  5.45214
F  4.58668  -0.60008  3.34775
F  5.13882  1.50696  3.21383
F  1.75045  1.99554  -1.92797
F  6.23511  5.35929  -6.28863
F  0.12731  1.14057  -3.15559
O  4.86804  4.06579  -4.32621
O  -4.88931  2.88247  6.15929
O  0.17643  -4.54644  0.12859
O  4.52357  -0.26927  6.47385
O  5.45607  5.61762  -2.72334
O  -0.97176  -4.67185  2.02723
O  -1.00166  3.04025  -0.86046
O  2.23059  5.80788  1.78131
O  3.49507  1.47219  5.46261
O  -4.59003  3.67370  -2.48076
O  -2.89304  3.54507  7.21545
O  4.69765  1.45756  -1.31134
O  0.68641  2.34911  0.43902
N  0.06159  5.30550  0.68278
N  3.73501  -3.04723  -3.07946
N  -3.82053  -1.99390  -0.07464
N  -5.03855  -0.65082  -8.23279
N  6.52167  3.00444  -1.57986
N  -2.72490  5.19326  -2.34712
N  0.19308  -0.79406  7.80001
C  -1.68077  5.46683  7.92320
C  -3.27449  0.89402  -4.21870
C  -5.08050  -6.81252  0.96374
C  -4.42055  -0.68473  -0.60670
C  -5.81443  0.66995  -8.45086
C  5.25717  0.39700  3.97845
C  0.64530  -0.64110  5.34512
C  -2.39321  0.22623  -5.30535
C  4.78944  -3.00599  -0.80735
C  -5.34771  -5.50862  0.19636
C  -4.18984  4.77897  -2.30507
C  -0.90460  -1.38545  6.83061
C  2.14598  3.41242  5.78684
C  -2.49604  -2.17846  -0.75387
C  1.56876  1.89660  2.60179
C  -2.66847  -2.39885  -10.81370
C  -3.48740  2.59643  6.29616
C  2.99285  -2.21605  -4.11974
C  -7.31377  -1.00132  -7.47991
C  -5.08693  5.98097  -2.12624
C  3.51837  1.99388  -4.40937
C  0.75237  -1.83845  8.79942
C  4.92677  -6.56742  -5.99037
C  6.49501  5.78342  -5.02662
C  5.94576  -5.49085  -5.36738
C  1.80130  -2.84725  -4.83249
C  -4.39052  -4.43451  0.34928
C  -2.50524  2.20887  5.11480
C  -2.17514  4.71986  6.75088
C  3.58587  2.89425  5.81290
C  -4.80750  -3.14418  -0.37029
C  -4.13222  -0.84053  -9.48666
C  1.60381  5.55700  0.74072
C  3.62709  -4.00249  -0.77414
C  -4.12594  -0.80757  -6.94209
C  4.78720  -2.33892  -2.19985
C  5.23817  5.43192  -4.11109
C  -2.98187  0.21906  -6.71131
C  6.97644  2.20873  -2.80758
C  0.63070  -2.65949  1.79883
C  5.29455  2.81493  0.65571
C  -0.13565  1.94900  -0.67611
C  -1.38308  -2.76010  -2.85619
C  5.31687  -4.17091  -4.90053
C  -3.65865  0.41504  0.05579
C  -6.17076  -1.63833  -8.24184
C  0.99568  -1.85396  -5.62667
C  -0.31647  -1.74970  5.55654
C  0.29717  -4.15456  1.46349
C  2.15601  5.46361  -0.65446
C  1.19821  1.28340  1.23402
C  4.72851  0.71728  5.47622
C  -0.17873  0.58146  8.42261
C  5.43645  2.32019  -0.82816
C  4.20720  -4.35948  -3.82683
C  -3.38887  -2.14567  -9.50394
C  -3.54624  -1.64529  1.39021
C  3.56820  3.53608  -4.06067
C  -2.47386  -5.56385  3.60264
C  2.78002  -3.52063  -1.90244
C  -7.13578  0.50782  -7.66813
C  1.61212  -1.36593  11.96802
C  -1.05886  0.69068  9.65174
C  1.26156  -0.51353  6.73757
C  -2.15440  5.11357  -3.81478
C  -2.64139  -2.20112  -2.29918
C  -1.11451  2.18690  10.09797
C  -0.67954  5.08529  2.03068
C  2.30383  -2.22476  10.85330
C  0.68717  1.27083  -1.88809
C  -3.20956  -0.15864  1.35672
C  -0.96956  -5.09339  3.43940
C  2.17925  -1.47943  9.46790
H  3.93153  -5.04327  -0.88455
H  -0.47123  -2.44161  -2.35102
H  1.56464  2.57851  6.18022
H  -4.15699  -2.91897  -9.51442
H  -1.72020  -0.68501  6.65095
H  4.26789  2.59741  0.95027
H  5.97055  2.12140  1.15585
H  5.01000  -3.58461  -5.76666
H  -4.90534  -6.60930  2.02021
H  0.28791  -2.40193  -6.24868
H  -2.69712  -6.17102  2.72538
H  4.60674  -2.33401  0.03120
H  -2.08053  0.36427  9.45749
H  0.74994  1.92276  3.32078
H  -2.85747  5.37757  6.21241
H  -1.76238  2.77428  9.44732
H  -0.97832  -1.83762  4.69495
H  5.59964  3.83458  0.89095
H  -2.64070  -6.05331  4.56217
H  -4.10838  0.23451  -3.97831
H  -2.52111  5.61552  8.60130
H  3.28138  -2.52764  11.22849
H  -0.65519  1.11688  7.60139
H  3.16573  -3.99945  0.21340
H  -0.20528  4.25773  2.55824
H  3.77131  -1.93003  -4.82706
H  -4.47536  -1.88750  1.90612
H  0.04849  -1.86929  9.63111
H  4.31446  -1.36336  -2.08630
H  -0.21508  -5.77998  3.82339
H  -4.87240  -0.73606  -6.15102
H  5.50780  1.38170  5.84951
H  -4.22905  -4.31153  1.42021
H  -3.22560  1.25168  -6.96110
H  -1.64382  -2.02801  -10.78776
H  -2.73182  1.02620  -3.28268
H  0.52659  -1.13657  -4.95331
H  -0.77952  1.12607  -0.36575
H  1.13538  -3.31699  -4.10862
H  -2.54913  -3.48227  -10.80647
H  3.24437  5.51882  -0.63152
H  -1.60183  2.24576  11.07118
H  -5.19411  1.46960  -8.04606
H  -3.48368  0.03526  -9.46500
H  1.83213  6.28297  -1.29621
H  2.46926  1.70637  -4.47859
H  5.71825  -3.56320  -0.68516
H  -6.19398  0.76023  -9.46865
H  6.48485  -5.97204  -4.55133
H  -4.52191  -0.62361  -1.69026
H  -2.73149  -1.16768  -2.63383
H  3.93319  1.62112  -5.34590
H  0.55062  -1.52816  11.78094
H  -5.94593  -7.47459  0.99204
H  -7.32264  1.05910  -6.74656
H  -1.08100  5.25948  -3.69381
H  7.70914  2.86835  -3.27249
H  0.82442  0.99621  8.52142
H  -1.31629  6.47177  7.71027
H  -1.78447  -1.45286  -0.35982
H  -6.63586  -1.73341  -9.22303
H  6.73351  -5.30182  -6.09663
H  -5.78278  -2.77470  -0.05340
H  -2.72595  5.70168  -4.53281
H  0.08259  0.27287  5.15505
H  -2.89259  0.84757  -0.58778
H  -2.87586  -2.38302  -8.57196
H  4.00699  -6.74060  -5.43170
H  2.95507  -1.88567  8.81893
H  -0.22608  4.52461  0.11044
H  -3.63719  0.22076  2.28478
H  -1.64450  4.68732  1.71671
H  -2.51590  6.12187  -2.00934
H  -8.27913  -1.48109  -7.64119
H  6.08704  -3.62500  -4.35562
H  -6.01689  5.62216  -1.68520
H  -3.80555  -1.84321  -6.82850
H  2.15678  -3.62579  -5.50748
H  2.30165  1.13378  2.86460
H  -5.39507  -0.66918  -0.11868
H  -3.46412  -2.77645  -2.72369
H  3.39366  3.63344  -2.98915
H  7.28136  3.01928  -0.91446
H  -3.37065  -4.65339  0.03300
H  -0.75497  0.03170  10.46506
H  -7.17079  -1.27942  -6.43572
H  2.06659  -1.56853  12.93782
H  -0.83734  4.98218  8.41498
H  2.13437  -1.16523  6.69776
H  -4.37660  1.23010  0.14698
H  1.67215  -1.32889  -6.30105
H  -0.08547  2.53722  10.17829
H  1.03259  -4.82094  1.91426
H  6.11544  2.05342  -3.45771
H  6.26082  3.94443  -1.84154
H  0.18487  -2.71728  5.57996
H  -4.77166  6.88459  -1.60453
H  4.17440  3.47319  5.10117
H  -6.21305  -5.05178  0.67657
H  -0.69676  6.03414  2.56687
H  -1.46623  0.79714  -5.35887
H  1.87816  3.56899  4.74192
H  -7.93323  0.78441  -8.35781
H  2.67442  -1.27601  -3.66915
H  3.99797  1.45217  -3.59412
H  -2.17195  -0.00874  -7.40430
H  3.39295  -4.99533  -4.17438
H  -2.13387  -0.00728  1.44655
H  2.06115  4.33624  6.35909
H  -3.01401  -2.12440  -11.81039
H  -5.90591  -2.61364  -7.83351
H  0.65520  0.36081  1.43911
H  -4.98792  -3.30150  -1.43368
H  0.65385  -2.80703  8.30929
H  -2.29894  4.06257  -4.06496
H  -5.50522  -5.83293  -0.83228
H  -4.20998  -7.37188  0.62109
H  5.74579  -2.16028  -2.68697
H  1.81358  -3.19722  10.80774
H  2.09664  2.84568  2.50859
H  -3.10399  -4.68467  3.46819
H  -2.17608  4.53052  -1.81828
H  -1.32628  -3.82157  -2.61504
H  5.47002  -7.50704  -6.09096
H  -5.48034  6.19146  -3.12074
H  -4.80240  -0.85094  -10.34622
H  -2.07320  -0.78015  -5.03539
H  4.44965  -6.27434  -6.92555
H  1.91477  4.49502  -1.09234
H  -3.56566  1.90378  -4.50803
H  2.40455  -0.41987  9.58901
H  -1.31617  -2.23819  7.37056
H  -0.85350  -4.23288  4.09830
H  7.43236  1.26338  -2.51339
H  3.86948  2.94520  6.86412
H  1.60306  0.52134  6.76088
H  -2.06952  -3.14048  -0.46978
H  -1.28828  4.47938  6.16458
H  2.20973  -4.36703  -2.28516
H  1.78961  -0.30097  11.81822
H  4.42165  6.00298  -4.55299
H  -3.43051  1.71784  6.93877
H  -1.20675  -2.64575  -3.92574
H  2.11383  0.98855  0.72138
H  2.20920  -2.62838  -1.64522
H  -0.34829  6.08664  0.19092
H  1.40766  -0.67656  4.56689
H  2.72060  4.01001  -4.55571
H  4.69317  -4.92693  -3.03314
H  -2.69718  -2.21608  1.76621

Atom charges from the Mulliken analysis, given in e for atoms 1 to 8: -0.10 -0.26 0.03 -0.25 0.18 -0.30 -0.27 0.13



| no. | calculated total energy (eV) |
| --- | --- |
| 1 | -31237.925 |
| 2 | -155914.041 |